(1)
Entry from the OMol25 dataset: a molecular structure, C32H26BrCl2N6O9P2Pb (ωB97M-V with the def2-TZVPD basis set).

Its net charge is +1. The energy above the lowest of the compared OMol25 structures with the same formula, charge and spin comes out at 15.83 kJ/mol. Its spin multiplicity is 1. The gap between HOMO and LUMO comes out at 6.12 eV.

Each line ends with the Mulliken charge.
Cartesian coordinates (Å):
Pb1 -0.36318 -0.45682 -0.62068  1.743
Cl1 6.52547 0.16885 -0.90700  -0.155
C1 4.96802 -0.45664 -1.22630  0.097
C2 3.98269 0.37750 -1.59047  -0.960
C3 2.65597 -0.14120 -1.82132  0.693
N1 1.60143 0.52515 -2.12620  0.084
C4 1.59175 1.87227 -2.52437  -0.309
O1 2.55795 2.48297 -2.91015  -0.615
C5 0.21687 2.49499 -2.56932  0.818
C6 0.12920 3.82683 -2.94463  -0.821
C7 -1.12554 4.40434 -3.03972  -0.491
C8 -2.23904 3.63180 -2.75721  -0.840
C9 -2.05229 2.30674 -2.39080  -0.225
N2 -0.85321 1.74084 -2.29863  -0.039
C10 2.43538 -1.64272 -1.69463  0.666
C11 3.55581 -2.47242 -1.31799  -0.750
C12 4.74904 -1.90936 -1.07997  0.087
Cl2 6.05716 -2.88225 -0.57303  -0.151
N3 1.23276 -2.02101 -1.94366  -0.014
C13 0.82058 -3.36030 -2.08385  -0.178
O2 1.55651 -4.30175 -2.23146  -0.623
C14 -0.67671 -3.50994 -2.19844  0.623
C15 -1.18519 -4.76610 -2.47840  -0.726
C16 -2.55384 -4.90554 -2.64538  -0.457
C17 -3.35724 -3.78499 -2.53234  -0.915
C18 -2.75951 -2.56850 -2.23729  -0.288
N4 -1.44964 -2.42612 -2.07020  0.138
H1 4.16213 1.43459 -1.70019  0.657
H2 1.03475 4.37631 -3.15790  0.532
H3 -1.23128 5.44119 -3.33006  0.478
H4 -3.23850 4.03822 -2.82688  0.464
H5 -2.90233 1.67162 -2.16635  0.479
H6 3.40969 -3.53400 -1.20345  0.639
H7 -0.50518 -5.60085 -2.56568  0.521
H8 -2.98353 -5.87344 -2.86516  0.459
H9 -4.42839 -3.84297 -2.66485  0.456
H10 -3.36091 -1.67289 -2.12418  0.577
Br1 3.18302 6.65343 -0.00744  -0.169
C19 1.92392 5.27677 0.26943  -0.022
C20 0.56925 5.57505 0.24790  -0.769
C21 -0.35618 4.56127 0.43305  -0.664
C22 0.07143 3.25257 0.64135  -0.475
C23 1.43250 2.96715 0.65369  0.100
C24 2.36262 3.97843 0.47740  -0.732
N5 -0.82282 2.15993 0.77058  0.820
C25 -1.92187 2.31902 1.38096  -0.920
C26 -2.90035 1.22378 1.51649  0.607
C27 -3.98339 1.37985 2.36766  -0.887
C28 -4.85050 0.31158 2.55291  -0.517
C29 -4.59095 -0.87228 1.88920  -0.989
C30 -3.48929 -0.93307 1.04304  -0.351
N6 -2.67253 0.09337 0.84003  0.435
H11 0.24192 6.59028 0.07125  0.460
H12 -1.41259 4.78717 0.36641  0.471
H13 1.75683 1.94439 0.81310  0.548
H14 3.42129 3.75913 0.49479  0.515
H15 -2.18180 3.25497 1.88348  0.497
H16 -4.13261 2.31710 2.88753  0.489
H17 -5.70100 0.40254 3.21480  0.445
H18 -5.21809 -1.74270 2.01951  0.475
H19 -3.23691 -1.85429 0.53025  0.472
C31 0.71136 -1.92765 4.38117  -1.958
C32 0.54899 -1.60665 2.89932  0.626
O3 -0.28978 -0.46899 2.68849  -0.282
P1 2.16263 -1.28249 2.09429  -0.297
O4 2.98582 -2.60590 2.19078  -0.609
O5 2.95822 -0.23730 2.99521  -0.553
O6 1.94583 -0.69084 0.74861  0.661
P2 -0.17841 -3.04171 1.97671  0.851
O7 -1.42627 -3.52116 2.86209  -0.571
O8 0.89572 -4.08838 1.98241  -0.997
O9 -0.71766 -2.51581 0.68088  -0.204
H20 1.13935 -1.07448 4.91316  0.475
H21 1.36182 -2.79072 4.52723  0.364
H22 -0.26337 -2.14672 4.81468  0.464
H23 0.08611 0.28596 3.15986  0.329
H24 2.32510 -3.38598 2.10756  0.448
H25 3.49642 -0.64531 3.68638  0.368
H26 -1.21140 -4.32572 3.35197  0.393


(2)
Entry from the OMol25 dataset: 2 unconnected molecules or ions with the total composition Cl2O2S in a non-equilibrium geometry (ωB97M-V with the def2-TZVPD basis set).

Its net charge is 0. The energy above the lowest of the compared OMol25 structures with the same formula, charge and spin comes out at 359.91 kJ/mol. Its spin multiplicity is 1. The gap between HOMO and LUMO (alpha / beta) comes out at 4.64 / 4.58 eV.

Each line ends with the Mulliken charge.
Cartesian coordinates (Å):
O1 -1.22258 -1.20641 0.89119  -0.386
O2 0.34277 -0.76650 -0.89665  -0.277
S1 -0.87313 -0.44413 -0.32711  0.804
Cl1 2.47193 0.75258 0.21217  -0.094
Cl2 -0.71899 1.66446 0.12040  -0.048


(3)
Entry from the OMol25 dataset: a molecular structure, C16H21ClCoNPr in a non-equilibrium geometry (ωB97M-V with the def2-TZVPD basis set).

Its net charge is -1. Its expectation value of S² is 12.021. Its spin multiplicity is 7. The gap between HOMO and LUMO (alpha / beta) comes out at 5.99 / 7.31 eV.

Each line ends with the Löwdin spin population.
Cartesian coordinates (Å):
Pr1 -0.00643 -0.25044 -0.82758  2.237
Cl1 -0.51533 1.68545 -2.49528  0.078
C1 -2.26639 -0.44961 -0.39158  -0.011
H1 -2.08120 -0.93103 0.58148  -0.001
H2 -2.70247 -1.07584 -1.11146  0.000
H3 -2.58779 0.54764 -0.32164  0.000
Co1 0.26213 0.07191 -3.89182  2.626
C2 2.17861 0.56383 -4.38166  0.110
C3 -0.95470 -0.13239 -5.50571  0.124
C4 0.16449 -1.58000 -2.75051  0.634
H4 -1.34652 -1.16236 -5.53116  0.014
H5 -1.80080 0.57814 -5.47082  0.016
H6 -0.35322 0.05713 -6.40948  0.016
H7 2.85692 -0.23218 -4.03440  0.015
H8 2.23815 0.64008 -5.48238  0.015
H9 2.48950 1.52666 -3.93420  0.015
H10 -0.69588 -2.24490 -2.69206  0.048
H11 1.18863 -1.87943 -2.47159  0.044
C5 -0.30889 4.00048 2.99158  0.000
C6 -0.78395 3.74384 1.70265  0.000
C7 -0.60327 2.48986 1.12586  0.003
C8 0.05114 1.42619 1.84360  0.000
C9 0.54182 1.73494 3.12266  0.000
C10 0.35391 2.99503 3.69144  0.000
N1 0.22609 0.19981 1.32979  0.004
C11 0.35776 -1.04390 1.90539  0.002
C12 0.84966 -2.17133 1.14970  0.003
C13 0.97801 -3.43224 1.72300  0.000
C14 0.60231 -3.63476 3.04977  0.000
C15 0.09491 -2.57010 3.79593  0.000
C16 -0.03410 -1.30114 3.23500  0.001
H12 -0.45142 4.98211 3.44105  0.000
H13 -1.29674 4.52745 1.14501  0.000
H14 -0.99421 2.30513 0.11299  0.003
H15 1.08170 0.98033 3.68708  0.000
H16 0.73784 3.19262 4.69672  0.000
H17 1.15598 -2.03454 0.08510  0.003
H18 1.36431 -4.25846 1.12810  0.000
H19 0.69615 -4.62410 3.49747  0.000
H20 -0.21620 -2.73472 4.83036  0.000
H21 -0.47051 -0.50518 3.83162  0.000


(4)
Entry from the OMol25 dataset: a molecular structure, C10H13AlF3O6 in a non-equilibrium geometry (ωB97M-V with the def2-TZVPD basis set).

Its net charge is -1. Its spin multiplicity is 1. The gap between HOMO and LUMO comes out at 4.95 eV.

Each line ends with the Mulliken charge.
Cartesian coordinates (Å):
C1 2.12495 -0.67611 -0.60027  -0.601
C2 1.80021 0.44509 0.02976  -0.345
Al1 0.13508 1.39900 -0.67553  0.106
F1 -0.43759 2.68485 0.40928  -0.484
C3 -1.39076 0.08459 -0.99166  -0.570
C4 -1.64567 -1.04117 -0.24506  -0.393
H1 1.37173 -1.19273 -1.18639  0.117
H2 3.11861 -1.12245 -0.62413  0.234
H3 2.38269 0.85372 0.85646  0.398
H4 0.51606 1.98554 -2.11929  -0.223
H5 -2.04647 0.30984 -1.84403  0.354
H6 -2.13167 -0.98851 0.72306  0.247
H7 -1.36056 -2.03177 -0.62988  0.211
C5 4.52784 4.15048 -0.44905  -0.385
C6 5.68625 3.30294 0.02184  0.302
O1 5.30118 2.00463 -0.37007  -0.290
C7 4.49910 2.15336 -1.47431  0.573
O2 4.21336 1.28087 -2.20979  -0.437
O3 4.08792 3.44228 -1.60658  -0.296
F2 5.82030 3.33720 1.37478  -0.297
H8 3.72186 4.18532 0.28616  0.279
H9 4.82208 5.16667 -0.70340  0.259
H10 6.64518 3.55298 -0.43844  0.269
C8 -5.95575 -3.82305 1.59363  -0.435
C9 -5.29889 -3.39132 0.30681  0.264
O4 -4.39405 -2.39345 0.73175  -0.233
C10 -4.04415 -2.71235 2.01825  0.622
O5 -3.12183 -2.26772 2.60322  -0.449
O6 -4.90983 -3.63157 2.54060  -0.355
F3 -6.20104 -2.83883 -0.54463  -0.278
H11 -6.80471 -3.18677 1.85028  0.277
H12 -6.28133 -4.86097 1.57709  0.266
H13 -4.75010 -4.18058 -0.21046  0.294


What is the formula in the first record? C32H26BrCl2N6O9P2Pb


What is the net charge in the fourth record? -1


What did the third record say?
Entry from the OMol25 dataset: a molecular structure, C16H21ClCoNPr in a non-equilibrium geometry (ωB97M-V with the def2-TZVPD basis set).

Its net charge is -1. Its expectation value of S² is 12.021. Its spin multiplicity is 7. The gap between HOMO and LUMO (alpha / beta) comes out at 5.99 / 7.31 eV.

Each line ends with the Löwdin spin population.
Cartesian coordinates (Å):
Pr1 -0.00643 -0.25044 -0.82758  2.237
Cl1 -0.51533 1.68545 -2.49528  0.078
C1 -2.26639 -0.44961 -0.39158  -0.011
H1 -2.08120 -0.93103 0.58148  -0.001
H2 -2.70247 -1.07584 -1.11146  0.000
H3 -2.58779 0.54764 -0.32164  0.000
Co1 0.26213 0.07191 -3.89182  2.626
C2 2.17861 0.56383 -4.38166  0.110
C3 -0.95470 -0.13239 -5.50571  0.124
C4 0.16449 -1.58000 -2.75051  0.634
H4 -1.34652 -1.16236 -5.53116  0.014
H5 -1.80080 0.57814 -5.47082  0.016
H6 -0.35322 0.05713 -6.40948  0.016
H7 2.85692 -0.23218 -4.03440  0.015
H8 2.23815 0.64008 -5.48238  0.015
H9 2.48950 1.52666 -3.93420  0.015
H10 -0.69588 -2.24490 -2.69206  0.048
H11 1.18863 -1.87943 -2.47159  0.044
C5 -0.30889 4.00048 2.99158  0.000
C6 -0.78395 3.74384 1.70265  0.000
C7 -0.60327 2.48986 1.12586  0.003
C8 0.05114 1.42619 1.84360  0.000
C9 0.54182 1.73494 3.12266  0.000
C10 0.35391 2.99503 3.69144  0.000
N1 0.22609 0.19981 1.32979  0.004
C11 0.35776 -1.04390 1.90539  0.002
C12 0.84966 -2.17133 1.14970  0.003
C13 0.97801 -3.43224 1.72300  0.000
C14 0.60231 -3.63476 3.04977  0.000
C15 0.09491 -2.57010 3.79593  0.000
C16 -0.03410 -1.30114 3.23500  0.001
H12 -0.45142 4.98211 3.44105  0.000
H13 -1.29674 4.52745 1.14501  0.000
H14 -0.99421 2.30513 0.11299  0.003
H15 1.08170 0.98033 3.68708  0.000
H16 0.73784 3.19262 4.69672  0.000
H17 1.15598 -2.03454 0.08510  0.003
H18 1.36431 -4.25846 1.12810  0.000
H19 0.69615 -4.62410 3.49747  0.000
H20 -0.21620 -2.73472 4.83036  0.000
H21 -0.47051 -0.50518 3.83162  0.000